An isolated molecule of C5H8O2. Source: the Open Molecules 2025 dataset; level of theory: ωB97M-V with the def2-TZVPD basis set.

Its total charge is 0. For the HOMO-LUMO gap, the calculation gives 9.685 eV. As for the relative energy (zero: lowest compared OMol25 entry of this formula, charge and spin): 2.7584 eV.

```
15
C5H8O2, DFT ωB97M-V with the def2-TZVPD basis set
H 0.107 -1.565 -1.579
O 1.793 1.193 -0.541
C 0.811 0.238 -0.402
H -2.210 -1.033 1.286
C 0.763 -0.483 0.941
H -0.507 1.115 1.476
H 1.504 -0.160 1.674
C 0.061 -0.487 -1.429
H 0.786 -1.575 0.848
C -0.659 0.105 1.072
H 1.674 1.652 -1.381
C -0.770 0.310 -0.420
H 0.033 0.073 -2.367
H -1.555 0.942 -0.832
O -1.685 -0.455 1.848
```